Below is C34H24I2N5O7V as an isolated structure at a distorted geometry, with properties calculated with ωB97M-V with the def2-TZVPD basis set.

Its HOMO-LUMO gap (spin up / spin down) is 6.580 / 7.220 eV. Its multiplicity is 3. As for the energy relative to the best compared isomer or geometry (same formula, charge and spin): 212.24 kJ/mol. The HOMO energy (spin up / spin down) comes out at -7.669 / -8.305 eV.

Atoms and positions in Å:
V (0.123, 0.023, -0.919)
N (1.237, 1.627, -0.169)
C (0.818, 3.005, -0.242)
C (1.710, 3.999, 0.140)
C (1.340, 5.331, 0.125)
C (0.060, 5.667, -0.291)
C (-0.821, 4.680, -0.692)
C (-0.468, 3.325, -0.674)
C (-1.435, 2.335, -1.223)
C (-2.804, 2.603, -1.079)
C (-3.750, 1.909, -1.806)
C (-3.333, 0.982, -2.755)
C (-1.991, 0.647, -2.840)
C (-1.029, 1.238, -2.013)
H (1.440, 1.394, 0.803)
H (2.134, 1.521, -0.668)
H (2.706, 3.716, 0.466)
H (2.039, 6.098, 0.430)
H (-0.247, 6.704, -0.318)
H (-1.797, 4.961, -1.062)
H (-3.120, 3.368, -0.379)
H (-4.805, 2.102, -1.658)
H (-4.063, 0.487, -3.387)
H (-1.688, -0.136, -3.524)
I (1.216, -3.843, -0.614)
C (2.881, -2.616, -0.969)
C (4.142, -3.208, -0.838)
C (5.281, -2.462, -0.935)
I (7.128, -3.441, -0.685)
C (5.210, -1.072, -1.166)
C (6.328, -0.216, -1.252)
C (6.151, 1.119, -1.484)
C (4.846, 1.614, -1.609)
N (3.780, 0.856, -1.516)
C (3.930, -0.473, -1.315)
C (2.718, -1.256, -1.241)
O (1.560, -0.658, -1.405)
H (4.205, -4.271, -0.653)
H (7.320, -0.630, -1.132)
H (6.994, 1.792, -1.558)
H (4.667, 2.670, -1.786)
O (-0.994, -1.530, -1.511)
C (-1.866, -1.317, -0.631)
O (-1.709, -0.357, 0.174)
C (-3.051, -2.217, -0.546)
C (-3.103, -3.317, -1.394)
C (-4.189, -4.172, -1.326)
C (-5.231, -3.950, -0.446)
C (-5.163, -2.836, 0.372)
C (-4.086, -1.966, 0.341)
N (-6.274, -2.571, 1.291)
O (-7.129, -3.426, 1.403)
O (-6.262, -1.516, 1.892)
N (-4.233, -5.346, -2.205)
O (-3.347, -5.463, -3.027)
O (-5.151, -6.126, -2.050)
H (-2.299, -3.498, -2.092)
H (-6.077, -4.619, -0.399)
H (-4.054, -1.106, 0.996)
N (0.636, -0.762, 1.733)
C (0.861, -0.127, 2.974)
C (0.171, 1.047, 3.276)
C (0.395, 1.697, 4.479)
C (1.315, 1.192, 5.387)
C (2.011, 0.032, 5.082)
C (1.791, -0.625, 3.882)
H (0.936, -1.728, 1.723)
H (-0.346, -0.704, 1.481)
H (-0.553, 1.433, 2.565)
H (-0.156, 2.600, 4.708)
H (1.477, 1.695, 6.332)
H (2.728, -0.370, 5.786)
H (2.333, -1.535, 3.647)